Entry 1:
A structure of composition C29H43BrCl2F4IKMgN4NaO16PS at a distorted geometry, computed with wB97M-V/def2-TZVPD.

The geometry in XYZ format:
```
105
Properties=species:S:1:pos:R:3:mulliken_charge:R:1
C -1.12 -5.50 -0.41 -1.0922
C -0.12 -4.30 -0.71 -0.2684
N 0.17 -3.49 0.50 0.3551
C -1.02 -2.93 1.09 -1.5471
C -1.42 -3.52 2.45 0.8020
C -0.51 -4.68 3.07 -0.9383
C 0.86 -4.19 3.74 -0.3658
C 1.12 -4.83 5.18 -0.6410
C 0.76 -3.75 6.27 0.0666
N 1.63 -3.81 7.47 -0.7120
C -2.60 -2.99 3.08 -0.6502
I -3.09 -3.81 5.02 0.0979
C -3.45 -1.95 2.47 0.2811
C -3.04 -1.43 1.14 0.3318
C -1.82 -1.89 0.46 0.9616
P -1.29 -1.18 -1.20 1.2095
O -2.12 -1.70 -2.29 -0.7467
O 0.33 -1.46 -1.48 -0.2747
O -1.38 0.49 -1.05 -0.4948
C -3.99 -0.37 0.52 0.0996
O -4.06 -0.19 -0.66 -0.5324
C -4.94 0.50 1.41 0.0196
C -5.49 1.84 0.85 -1.5595
C -4.69 3.15 1.25 0.2257
O -5.60 4.10 1.72 -0.4619
C -3.46 2.93 2.20 0.2312
N -3.77 2.80 3.62 -0.5054
C -5.25 -0.03 2.61 0.7751
Cl -6.35 0.85 3.72 -0.1319
C -4.73 -1.41 3.11 0.1515
O -5.38 -1.96 3.95 -0.5323
H -1.34 -5.96 -1.41 0.4471
H -0.63 -6.22 0.28 0.2833
H -2.10 -5.12 -0.04 0.2004
H -0.60 -3.73 -1.55 0.2187
H 0.80 -4.76 -1.14 0.4834
H 0.89 -2.80 0.34 0.3568
H -1.08 -5.37 3.73 0.8380
H -0.22 -5.29 2.17 -0.2676
H 0.98 -3.06 3.77 -0.0957
H 1.70 -4.57 3.10 0.3922
H 2.19 -5.17 5.27 0.3542
H 0.51 -5.76 5.31 0.3339
H 0.82 -2.70 5.86 -0.0280
H -0.30 -3.94 6.58 0.0815
H 2.57 -3.46 7.25 0.2371
H 1.26 -3.09 8.10 0.2616
H 0.85 -0.65 -1.26 0.0286
H -0.52 0.78 -0.69 0.2625
H -5.54 1.78 -0.27 0.1348
H -6.56 1.91 1.17 0.5425
H -4.28 3.56 0.29 0.3361
H -6.28 3.67 2.27 0.3743
H -2.77 2.07 1.89 -0.2387
H -2.82 3.89 2.11 -0.1871
H -3.64 1.86 3.97 0.2397
H -4.68 3.18 3.85 0.3022
K 0.92 -1.44 3.22 0.9082
C -7.37 -0.95 -3.04 0.7270
F -7.42 -0.14 -4.10 -0.2377
F -7.69 -2.17 -3.50 -0.2281
F -6.08 -1.03 -2.67 -0.1929
S -8.44 -0.34 -1.63 1.3348
O -9.83 -0.31 -2.16 -0.4268
O -7.92 0.95 -1.32 -0.5773
O -8.27 -1.30 -0.55 -0.5779
Na -0.89 3.48 1.66 0.9391
C -2.99 7.45 4.15 -0.6378
N -1.81 7.35 3.25 0.8670
O -1.74 8.14 2.34 -0.4782
O -1.00 6.47 3.49 -0.5575
H -3.61 8.27 3.82 0.3021
H -3.53 6.51 4.10 0.2117
H -2.61 7.63 5.16 0.2974
O 2.45 0.82 -0.51 -0.7264
C 3.42 0.47 -1.16 0.6556
O 3.33 -0.04 -2.38 -0.3710
C 4.64 -0.46 -2.84 -0.7268
C 5.62 0.35 -2.02 -0.3064
C 4.86 0.50 -0.70 -0.3960
H 4.74 -1.54 -2.67 0.2265
H 4.73 -0.26 -3.90 0.3773
H 6.59 -0.13 -1.91 0.4155
H 5.79 1.38 -2.48 0.1121
H 5.02 -0.35 -0.02 0.2076
H 5.09 1.44 -0.21 0.3171
C 10.34 3.97 -5.99 -1.1615
C 10.10 2.57 -5.49 0.8954
O 8.72 2.24 -5.46 -0.1944
C 8.16 2.00 -6.66 0.5611
O 8.74 2.04 -7.72 -0.5541
O 6.87 1.75 -6.48 -0.0709
C 6.14 1.58 -7.69 -0.7473
H 9.76 4.69 -5.40 0.3153
H 11.40 4.23 -5.94 0.3591
H 10.01 4.09 -7.03 0.3256
H 10.46 2.49 -4.46 0.4341
H 10.66 1.82 -6.09 -0.7268
H 6.59 0.82 -8.32 0.3196
H 6.09 2.53 -8.23 0.3086
H 5.13 1.27 -7.43 0.1748
F -6.32 4.97 0.01 -0.7667
Mg 11.71 0.54 -6.86 -0.2906
Br 5.73 1.74 -4.20 -0.7075
Cl -9.70 -2.42 -1.98 0.0225
```

Values from the calculation:
HOMO, eV: -5.3
Charge: 0
LUMO energy, eV: -4.215

---

Entry 2:
A structure of composition C29H43N7O2OsSSi, computed with wB97M-V/def2-TZVPD.

The geometry in XYZ format:
```
84
Properties=species:S:1:pos:R:3:mulliken_spin:R:1
Os 0.00 -1.22 0.75 2.9588
C -1.46 4.27 -1.54 0.0057
Si -3.04 3.43 -1.01 0.0116
C -3.74 2.37 -2.40 0.0075
C -4.30 4.68 -0.46 0.0004
C -2.66 2.29 0.47 0.0014
C -3.24 2.52 1.71 0.0099
C -2.97 1.70 2.81 0.0017
C -2.10 0.65 2.64 -0.0023
N -1.52 0.42 1.46 0.1904
C -1.79 1.20 0.40 0.0180
S -0.92 0.68 -1.01 0.4016
H -1.64 4.91 -2.41 0.0009
H -0.68 3.55 -1.82 0.0001
H -1.07 4.90 -0.74 0.0005
H -4.11 3.01 -3.20 0.0011
H -4.58 1.76 -2.04 0.0005
H -2.97 1.71 -2.79 -0.0005
H -4.52 5.36 -1.29 0.0004
H -3.93 5.29 0.37 0.0000
H -5.24 4.22 -0.16 0.0001
H -3.93 3.34 1.84 0.0002
H -3.42 1.88 3.78 0.0020
H -1.85 -0.02 3.46 0.0049
C 1.24 2.51 3.26 0.0036
C 1.55 2.17 1.80 -0.0141
C 2.72 1.22 1.67 -0.0026
C 3.98 1.70 1.36 -0.0005
C 5.07 0.84 1.27 0.0045
C 4.91 -0.51 1.49 0.0032
C 3.66 -1.05 1.80 -0.0080
C 3.53 -2.54 2.02 -0.0204
C 4.10 -2.98 3.38 0.0012
C 2.59 -0.16 1.90 0.0387
N 1.28 -0.70 2.20 -0.0471
C 1.00 -1.18 3.41 0.0067
C -0.16 -1.93 3.54 0.0427
C -0.83 -2.61 4.58 0.0579
C -1.92 -3.23 4.00 0.0194
C -1.91 -2.92 2.63 0.0938
N -0.86 -2.15 2.35 -0.0222
H 0.40 3.20 3.32 0.0001
H 2.10 2.99 3.74 0.0008
H 1.00 1.62 3.84 -0.0021
H 1.79 3.08 1.25 0.0007
H 0.67 1.74 1.33 0.0245
H 4.11 2.76 1.19 -0.0003
H 6.05 1.24 1.03 0.0000
H 5.76 -1.18 1.41 0.0001
H 4.08 -3.05 1.23 -0.0001
H 2.49 -2.86 1.94 0.0289
H 5.14 -2.67 3.48 0.0001
H 4.05 -4.07 3.47 0.0004
H 3.54 -2.55 4.21 -0.0010
H 1.68 -0.98 4.23 -0.0082
H -0.53 -2.63 5.61 0.0011
H -2.66 -3.84 4.50 0.0020
H -2.60 -3.23 1.86 0.0043
N 1.46 -1.08 -0.85 -0.0155
C 1.28 -2.26 -1.75 0.0185
C 1.83 -2.02 -3.15 0.0082
C 1.24 -0.84 -3.95 0.0020
C 0.43 -1.24 -5.18 0.0005
N -0.84 -1.88 -4.85 -0.0002
C -1.98 -1.25 -4.57 0.0005
N -2.21 -0.01 -5.01 0.0005
N -2.89 -1.87 -3.83 0.0004
C -0.18 -2.73 -1.68 0.0190
O -0.66 -3.42 -2.55 0.0257
O -0.85 -2.38 -0.60 0.0904
H 1.25 -0.21 -1.34 0.0130
H 2.42 -1.00 -0.51 0.0019
H 1.84 -3.08 -1.29 0.0092
H 1.73 -2.96 -3.70 0.0000
H 2.91 -1.87 -3.04 0.0030
H 2.05 -0.21 -4.30 -0.0007
H 0.61 -0.19 -3.33 0.0004
H 0.98 -1.94 -5.80 0.0000
H 0.26 -0.37 -5.81 -0.0002
H -0.76 -2.80 -4.43 -0.0002
H -1.67 0.36 -5.78 0.0002
H -3.09 0.43 -4.84 0.0002
H -2.64 -2.69 -3.31 0.0003
H -3.81 -1.47 -3.69 0.0000
```

Values from the calculation:
Spin multiplicity: 5
ΔE to the lowest compared entry with this formula, charge and spin, kJ/mol: 14.23
HOMO (spin up / spin down), eV: -13.4 / -13.4
Charge: +2
⟨S²⟩: 6.03
LUMO energy (spin up / spin down), eV: -5.456 / -7.601

---

Entry 3:
A cluster of 10 separate species, C29H44BClO30P2 in total at a distorted geometry, computed with wB97M-V/def2-TZVPD.

The geometry in XYZ format:
```
107
Properties=species:S:1:pos:R:3:mulliken_charge:R:1
C 5.75 -0.22 2.56 -1.1388
C 4.93 -0.66 3.75 0.2375
O 4.76 0.34 4.78 0.0620
B 5.87 0.62 5.52 0.3564
O 6.39 -0.29 6.41 -0.5793
P 6.59 2.39 5.24 -0.3391
P 4.95 3.61 6.09 0.2665
O 5.67 5.10 6.10 -0.4184
Cl 3.72 3.71 4.40 -0.2205
H 5.27 0.58 1.99 0.2766
H 6.76 0.09 2.80 0.3752
H 5.82 -1.08 1.91 0.3298
H 5.36 -1.56 4.20 0.3415
H 3.92 -0.90 3.41 -0.2029
H 7.35 -0.30 6.37 0.2892
H 7.68 2.56 6.13 0.0259
H 6.53 5.04 5.67 0.3027
O 5.13 -1.60 -0.28 -0.5933
C 4.00 -1.21 -0.33 0.6357
O 3.56 -0.23 -1.15 -0.3636
C 2.13 -0.21 -1.07 -0.2605
C 1.89 -0.82 0.29 -0.3023
O 3.01 -1.68 0.45 -0.3020
H 1.77 0.82 -1.15 0.3701
H 1.71 -0.81 -1.88 0.2431
H 1.90 -0.08 1.09 0.2084
H 0.96 -1.39 0.34 0.3220
O 2.63 -3.12 -2.14 -0.6005
C 3.53 -3.64 -2.72 0.6569
O 4.39 -4.51 -2.17 -0.3434
C 5.20 -5.08 -3.21 0.0298
C 5.11 -4.02 -4.28 -0.2682
O 3.83 -3.42 -4.02 -0.3527
H 6.20 -5.26 -2.86 0.3778
H 4.75 -6.02 -3.53 0.0648
H 5.88 -3.26 -4.18 0.1458
H 5.14 -4.42 -5.29 0.3078
O -1.00 -1.81 3.09 -0.6183
C -0.17 -1.40 3.84 0.6666
O 0.45 -0.21 3.70 -0.3252
C 1.21 0.04 4.90 -0.0980
C 1.41 -1.36 5.44 -0.1828
O 0.27 -2.05 4.94 -0.3735
H 2.14 0.55 4.67 0.1103
H 0.61 0.66 5.57 0.2953
H 2.31 -1.83 5.05 0.1876
H 1.43 -1.40 6.53 0.3506
O -4.92 3.02 3.56 -0.5733
C -4.60 1.97 3.11 0.6613
O -3.68 1.14 3.64 -0.3266
C -3.76 -0.12 2.95 0.1233
C -4.37 0.28 1.63 -0.1673
O -5.13 1.44 1.99 -0.2614
H -2.78 -0.58 2.86 -0.0679
H -4.41 -0.79 3.53 0.2472
H -3.62 0.56 0.89 0.2610
H -5.02 -0.48 1.20 0.1065
O 6.73 -6.89 -4.73 -0.4808
C 6.22 -7.88 -5.14 0.6509
O 4.92 -7.97 -5.52 -0.2987
C 4.73 -9.23 -6.18 -0.2943
C 5.86 -10.06 -5.60 -0.3304
O 6.85 -9.07 -5.30 -0.3375
H 3.75 -9.62 -5.96 0.2765
H 4.83 -9.08 -7.26 0.2653
H 5.58 -10.56 -4.68 0.2562
H 6.26 -10.79 -6.30 0.2988
O -10.08 3.58 0.81 -0.5606
C -9.33 4.07 1.59 0.5780
O -8.79 5.31 1.45 -0.2513
C -8.12 5.65 2.68 -0.4175
C -7.82 4.28 3.26 -0.1100
O -8.89 3.48 2.71 -0.3326
H -7.23 6.23 2.48 0.3618
H -8.80 6.23 3.31 0.2943
H -6.87 3.88 2.92 0.1023
H -7.85 4.26 4.35 0.3100
O -8.04 10.98 -0.07 -0.5195
C -8.52 9.93 -0.34 0.6462
O -9.84 9.74 -0.60 -0.3421
C -10.00 8.41 -1.10 -0.3439
C -8.79 7.70 -0.54 0.0261
O -7.84 8.77 -0.43 -0.3386
H -10.94 7.98 -0.75 0.2940
H -10.00 8.44 -2.19 0.2551
H -8.97 7.29 0.45 0.0783
H -8.41 6.91 -1.19 0.2777
O 7.09 -2.80 -7.20 -0.5229
C 6.81 -1.70 -6.86 0.6742
O 6.69 -1.30 -5.58 -0.2906
C 6.56 0.13 -5.55 -0.2695
C 6.04 0.42 -6.94 -0.3339
O 6.57 -0.66 -7.71 -0.3368
H 5.89 0.44 -4.76 0.2751
H 7.55 0.56 -5.38 0.2373
H 4.95 0.39 -6.99 0.2694
H 6.39 1.37 -7.34 0.2955
O -5.66 -1.53 -1.09 -0.5391
C -6.77 -1.10 -1.06 0.7312
O -7.22 -0.07 -1.81 -0.3321
C -8.64 0.01 -1.66 -0.3171
C -8.86 -0.66 -0.32 -0.2025
O -7.75 -1.57 -0.25 -0.3272
H -8.96 1.05 -1.68 0.2848
H -9.11 -0.53 -2.48 0.2629
H -8.79 0.04 0.51 0.1817
H -9.80 -1.20 -0.26 0.2905
```

Values from the calculation:
SMILES: CCOB(O)[PH]#P(O)Cl.O=C1OCCO1.O=C1OCCO1.O=C1OCCO1.O=C1OCCO1.O=C1OCCO1.O=C1OCCO1.O=C1OCCO1.O=C1OCCO1.O=C1OCCO1
HOMO, eV: -8.8
Charge: 0
LUMO energy, eV: 0.187

---

Entry 4:
A structure of composition C29H44BrF3IN8O4RbS2 at a distorted geometry, computed with wB97M-V/def2-TZVPD.

The geometry in XYZ format:
```
93
Properties=species:S:1:pos:R:3:mulliken_charge:R:1
Rb -0.30 -0.03 0.42 0.3720
Br 6.72 -3.28 -2.02 -0.2142
C 5.25 -2.09 -1.95 0.0811
C 5.21 -1.00 -2.81 -0.5739
C 4.13 -0.14 -2.75 -0.0786
C 3.10 -0.35 -1.84 -0.2202
C 3.16 -1.44 -0.98 0.0404
C 4.23 -2.32 -1.04 -0.8194
N 2.00 0.54 -1.75 -0.1310
C 1.32 0.71 -2.81 -0.4132
C 0.16 1.63 -2.85 0.6544
C -0.46 1.89 -4.06 -0.7949
C -1.55 2.75 -4.09 -0.4870
C -1.98 3.30 -2.89 -0.5574
C -1.30 2.97 -1.73 0.3347
N -0.25 2.16 -1.69 -0.2213
H 6.01 -0.83 -3.51 0.4102
H 4.09 0.73 -3.40 0.4832
H 2.37 -1.61 -0.26 0.4626
H 4.27 -3.17 -0.38 0.4420
H 1.53 0.17 -3.74 0.3918
H -0.10 1.42 -4.96 0.4246
H -2.05 2.97 -5.02 0.4188
H -2.84 3.96 -2.85 0.4414
H -1.64 3.34 -0.77 -0.1089
F -3.51 -1.96 -2.85 -0.3069
C -2.41 -1.21 -2.65 0.8199
F -2.84 0.04 -2.34 -0.1603
F -1.78 -1.12 -3.83 -0.2928
C -1.52 -1.74 -1.49 -0.0899
O -2.15 -2.03 -0.45 -0.4221
O -0.30 -1.72 -1.69 -0.5428
N 3.05 0.19 3.71 -0.2997
C 2.34 -0.78 3.09 0.4656
O 1.88 -0.64 1.97 -0.2618
C 2.21 -2.13 3.76 -0.7455
I 1.87 -2.08 5.86 -0.0033
H 3.02 1.10 3.28 0.2466
H 3.21 0.13 4.70 0.1689
H 3.13 -2.69 3.62 0.5030
H 1.37 -2.64 3.32 0.0866
C -5.23 -1.15 0.06 -0.7411
N -4.74 0.20 0.28 0.2580
C -5.43 1.28 -0.39 -0.8094
C -3.64 0.42 1.01 0.3037
O -3.12 1.52 1.21 -0.3065
H -6.17 -1.32 0.59 0.3640
H -4.47 -1.86 0.39 0.0111
H -5.39 -1.32 -1.00 0.3213
H -6.50 1.25 -0.17 0.3496
H -5.30 1.20 -1.47 0.2640
H -5.01 2.22 -0.05 0.0894
H -3.21 -0.50 1.43 -0.0585
C -3.37 4.76 1.49 -0.1454
C -2.12 5.34 2.13 -1.1988
N -1.00 4.42 2.28 -0.0173
C -0.91 3.44 3.22 0.2884
S 0.41 2.40 3.23 -0.3559
N -1.89 3.42 4.14 -0.0961
C -2.05 2.45 5.21 -0.7077
C -3.31 1.62 5.02 -0.6441
H -4.17 5.50 1.49 0.4444
H -3.71 3.86 2.00 -0.0072
H -3.18 4.47 0.46 -0.0370
H -2.35 5.77 3.11 0.4326
H -1.75 6.18 1.54 0.4068
H -0.30 4.36 1.57 0.2589
H -2.67 4.03 3.99 0.1947
H -2.10 2.99 6.16 0.2744
H -1.16 1.83 5.23 0.3749
H -4.20 2.25 5.00 0.4137
H -3.42 0.92 5.84 0.3397
H -3.25 1.07 4.08 -0.1501
C -1.65 -5.83 1.92 -1.1384
C -2.58 -4.70 1.48 -1.0007
N -2.11 -3.39 1.86 0.5820
C -2.20 -2.83 3.08 0.0622
S -1.45 -1.34 3.37 0.0282
N -2.96 -3.47 3.99 -0.0709
C -3.14 -3.03 5.37 -0.6442
C -2.05 -3.53 6.30 -0.6718
H -2.06 -6.80 1.63 0.4126
H -1.51 -5.83 3.01 0.2418
H -0.67 -5.71 1.46 0.2946
H -3.60 -4.86 1.86 0.5255
H -2.67 -4.69 0.40 0.4172
H -1.64 -2.82 1.17 -0.1214
H -3.24 -4.41 3.77 0.2468
H -4.12 -3.39 5.69 0.4087
H -3.17 -1.95 5.35 0.2042
H -2.01 -4.62 6.33 0.3286
H -2.23 -3.17 7.32 0.3910
H -1.08 -3.15 5.97 -0.1134
```

Values from the calculation:
ΔE to the lowest compared entry with this formula, charge and spin, kJ/mol: 30.32
HOMO, eV: -7.9
Charge: 0
LUMO energy, eV: 0.157

---

Entry 5:
A structure of composition C29H44BrN3P2Tc at a distorted geometry, computed with wB97M-V/def2-TZVPD.

The geometry in XYZ format:
```
80
Properties=species:S:1:pos:R:3:mulliken_spin:R:1
C 1.52 -5.41 -2.58 0.1022
C 1.85 -4.33 -1.74 -0.0173
C 3.13 -3.74 -1.87 0.0909
C 3.97 -4.17 -2.90 0.0041
N 3.61 -5.16 -3.68 0.7878
C 2.45 -5.80 -3.57 -0.0049
C 0.98 -3.77 -0.72 0.0829
C 0.68 -3.49 0.44 -0.0145
C 0.26 -2.67 1.53 0.0272
C -0.97 -1.94 1.43 -0.0867
C -1.39 -1.14 2.55 -0.0018
C -0.31 -0.66 3.38 -0.0200
C 0.82 -1.44 3.55 0.0586
C 1.06 -2.50 2.67 -0.0801
Tc -0.87 0.46 1.23 2.0378
P -0.58 0.23 -0.99 -0.2701
H 3.46 -3.01 -1.12 0.0089
H 0.61 -5.99 -2.41 0.0085
H 4.94 -3.67 -3.02 0.0295
H 2.21 -6.64 -4.21 0.0266
H 1.93 -3.13 2.82 0.0037
H -1.71 -2.39 0.77 0.0174
H 1.54 -1.21 4.34 -0.0105
H -2.42 -1.22 2.90 0.0063
C -1.29 1.63 -1.96 0.0101
C -0.81 1.85 -3.40 0.0065
H -1.12 2.54 -1.38 0.0206
H -2.38 1.48 -1.95 0.0148
H -1.29 2.76 -3.78 0.0010
H 0.27 2.00 -3.47 -0.0002
H -1.10 1.04 -4.08 -0.0001
C 1.17 -0.01 -1.54 0.0021
C 1.39 -0.64 -2.91 0.0114
H 1.62 -0.66 -0.77 0.0000
H 1.68 0.96 -1.47 0.0022
H 2.46 -0.59 -3.15 -0.0002
H 1.12 -1.70 -2.90 -0.0035
H 0.85 -0.14 -3.71 0.0006
C -1.43 -1.28 -1.57 0.0322
C -1.86 -1.29 -3.02 -0.0031
H -2.34 -1.40 -0.96 -0.0100
H -0.77 -2.12 -1.32 0.0025
H -2.37 -2.23 -3.23 0.0002
H -2.56 -0.48 -3.25 -0.0001
H -1.01 -1.23 -3.71 0.0000
Br -0.62 1.07 4.42 -0.0065
P 1.01 2.18 1.30 0.0810
C 1.61 3.11 -0.17 0.0049
C 2.03 4.55 0.07 0.0042
H 0.81 3.06 -0.93 0.0012
H 2.46 2.53 -0.58 0.0075
H 2.43 4.98 -0.86 0.0006
H 1.21 5.20 0.37 0.0004
H 2.84 4.63 0.80 -0.0006
C 0.26 3.53 2.30 -0.0139
C 1.14 4.19 3.34 0.0024
H -0.63 3.11 2.78 -0.0024
H -0.11 4.27 1.58 0.0127
H 0.51 4.79 4.02 -0.0002
H 1.67 3.48 3.98 -0.0005
H 1.86 4.88 2.89 -0.0002
C 2.50 1.39 2.00 -0.0134
C 3.72 2.29 2.17 -0.0006
H 2.74 0.56 1.31 0.0013
H 2.20 0.92 2.95 0.0000
H 4.51 1.74 2.71 -0.0010
H 4.17 2.60 1.22 -0.0001
H 3.51 3.18 2.77 -0.0005
C -6.07 -1.15 1.56 -0.0002
N -5.06 -0.19 1.13 0.0157
C -5.12 1.20 1.06 -0.0006
C -3.84 1.65 0.87 0.0286
N -2.99 0.53 0.88 -0.0242
C -3.78 -0.55 0.91 0.0410
H -6.67 -0.77 2.40 0.0007
H -6.77 -1.41 0.75 0.0008
H -5.56 -2.07 1.89 -0.0001
H -6.04 1.74 1.17 -0.0010
H -3.46 2.66 0.80 -0.0050
H -3.47 -1.61 0.89 -0.0056
```

Values from the calculation:
Spin multiplicity: 4
ΔE to the lowest compared entry with this formula, charge and spin, kJ/mol: 0.00
HOMO (spin up / spin down), eV: -19.8 / -19.7
Charge: +4
⟨S²⟩: 3.95
LUMO energy (spin up / spin down), eV: -13.700 / -14.361